2 unconnected molecules or ions with the total composition C2H3ClFO3S, computed with wB97M-V/def2-TZVPD.

## Properties
**Charge**: -1
**Energy**: -1261.919714 hartree

XYZ file:
```
11
Properties=species:S:1:pos:R:3:forces:R:3:mulliken_charge:R:1
C 1.655925 0.352566 0.180695 -3.12 -0.77 1.36 0.149
F 2.173683 -0.290028 1.310390 -0.49 0.73 -1.37 -0.245
H 0.090137 -1.674841 -0.017723 -0.61 0.10 0.83 0.397
H 0.959922 1.227032 0.398784 1.20 -1.09 -0.14 0.285
Cl 2.755908 0.453923 -1.069080 1.20 0.16 -0.91 -0.184
O -1.818534 -0.402310 1.474647 0.25 0.90 -0.38 -0.655
O -0.835704 1.583286 0.294346 0.29 0.37 0.75 -0.733
O -2.713739 0.474176 -0.664698 1.06 -0.78 0.67 -0.679
C -0.349459 -0.854772 -0.571575 1.68 1.30 2.47 -0.903
S -1.543975 0.315350 0.227198 -1.18 -1.44 -1.40 1.159
H -0.374162 -1.184378 -1.562979 -0.27 0.54 -1.88 0.409
```
Forces are in eV/Å.